No. 1
Molecular formula: C5H15ClN2Si
Method: DFT, wB97M-V/def2-TZVPD

Output
Kohn-Sham gap: 0.3235 Eh
Energy above the lowest of the compared OMol25 structures with the same formula, charge and spin: 42.92 kcal per mole
E_LUMO: 0.68 eV
SMILES string: CCN[Si@@](Cl)(CC)NC

Last column: natural (NBO) charge in e.
Cartesian coordinates (Å):
C: -0.835 1.922 2.571  -0.621
C: -0.022 1.736 1.212  -0.204
N: -0.422 0.597 0.464  -1.124
Si: 0.469 -0.876 0.415  1.832
Cl: 1.295 -1.476 2.317  -0.413
C: -0.569 -2.117 -0.487  -0.957
C: -0.460 -1.965 -2.001  -0.604
N: 2.350 -0.412 -0.711  -0.930
C: 2.289 0.908 -1.270  -0.409
H: -1.916 2.134 2.243  0.211
H: -0.711 0.886 3.123  0.211
H: -0.305 2.575 3.162  0.211
H: -0.076 2.781 0.666  0.189
H: 1.132 1.524 1.316  0.192
H: -1.292 0.638 -0.067  0.403
H: -0.557 -3.214 -0.147  0.265
H: -1.573 -1.780 -0.161  0.236
H: -0.283 -0.882 -2.257  0.208
H: 0.285 -2.615 -2.509  0.233
H: -1.497 -2.224 -2.482  0.207
H: 3.071 -0.294 0.059  0.344
H: 2.005 1.585 -0.394  0.152
H: 3.373 1.168 -1.461  0.186
H: 1.660 0.959 -2.072  0.182

No. 2
Molecular formula: C4H12NO2
Method: DFT, wB97M-V/def2-TZVPD

Output
Kohn-Sham gap: 0.2277 Eh
Energy above the lowest of the compared OMol25 structures with the same formula, charge and spin: 17.09 kcal per mole
E_LUMO: 3.66 eV
Total charge: -1

Last column: natural (NBO) charge in e.
Cartesian coordinates (Å):
C: -0.626 -0.830 -1.309  -0.019
O: -0.822 -1.923 -2.067  -0.961
C: 0.347 -1.115 -0.138  -0.098
C: 0.777 0.123 0.625  -0.397
C: 1.884 0.906 -0.109  -0.603
N: -0.247 -2.097 0.757  -0.865
H: -0.228 0.040 -1.903  0.069
H: -1.581 -0.492 -0.832  0.052
H: 1.180 -1.645 -0.599  0.174
H: -0.092 0.797 0.646  0.164
H: 1.071 -0.107 1.654  0.193
H: 1.508 1.266 -1.068  0.209
H: 2.736 0.254 -0.296  0.194
H: 2.244 1.725 0.525  0.182
H: -1.019 -1.712 1.291  0.327
H: -0.636 -2.804 0.129  0.383
H: -2.624 1.966 0.643  0.477
H: -1.462 2.848 0.950  0.469
O: -2.413 2.796 1.102  -0.949

No. 3
Molecular formula: C27H65N3O7
Method: DFT, wB97M-V/def2-TZVPD

Output
Kohn-Sham gap: 0.3007 Eh
Energy above the lowest of the compared OMol25 structures with the same formula, charge and spin: 94.21 kcal per mole
E_LUMO: 0.11 eV
SMILES string: CC1(C)CCCC(C)(C)N1O.CC1(C)CCCC(C)(C)N1O.CC1(C)CCCC(C)(C)N1O.O.O.O.O

Last column: Mulliken charge in e.
Cartesian coordinates (Å):
C: -0.203 4.602 -6.139  -1.968
C: -1.699 4.368 -5.718  1.212
C: -2.597 5.646 -6.042  -1.519
C: -2.008 3.044 -6.532  -1.004
C: -3.353 2.474 -6.058  -0.736
C: -3.239 2.144 -4.520  -1.248
C: -2.890 3.363 -3.617  1.436
C: -4.158 4.301 -3.422  -1.647
C: -2.369 2.720 -2.285  -1.806
N: -1.740 4.018 -4.243  0.332
O: -1.118 5.076 -3.435  -0.477
H: -0.137 4.844 -7.200  0.417
H: 0.085 5.540 -5.663  0.490
H: 0.447 3.775 -5.855  0.411
H: -2.528 6.427 -5.285  0.300
H: -2.435 6.096 -7.022  0.414
H: -3.611 5.248 -6.010  0.307
H: -2.128 3.326 -7.578  0.379
H: -1.192 2.337 -6.383  0.391
H: -4.232 3.103 -6.205  0.323
H: -3.457 1.508 -6.552  0.392
H: -2.607 1.263 -4.408  0.482
H: -4.183 1.644 -4.302  0.416
H: -4.730 3.770 -2.661  0.482
H: -4.764 4.479 -4.311  0.279
H: -3.630 5.199 -3.101  0.373
H: -1.949 3.486 -1.632  0.396
H: -1.553 2.038 -2.525  0.419
H: -3.168 2.142 -1.820  0.418
H: -0.255 4.701 -3.247  0.333
C: -3.040 -4.156 7.321  -1.589
C: -3.231 -2.643 6.819  1.405
C: -3.917 -2.589 5.419  -1.777
C: -4.295 -2.091 7.778  -1.337
C: -4.522 -0.525 7.691  -0.625
C: -3.189 0.122 7.946  -1.047
C: -1.984 -0.326 6.960  1.490
C: -2.244 0.230 5.555  -1.654
C: -0.636 0.202 7.452  -1.934
N: -2.003 -1.814 6.902  0.359
O: -0.961 -2.432 6.246  -0.494
H: -3.161 -4.353 8.386  0.339
H: -2.174 -4.698 6.943  0.426
H: -3.798 -4.786 6.855  0.381
H: -3.179 -3.028 4.748  0.472
H: -4.302 -1.681 4.958  0.223
H: -4.612 -3.410 5.243  0.422
H: -5.337 -2.409 7.728  0.369
H: -4.023 -2.221 8.825  0.501
H: -5.170 -0.225 8.514  0.391
H: -4.860 -0.293 6.681  0.311
H: -2.843 -0.100 8.955  0.413
H: -3.540 1.154 7.934  0.326
H: -1.442 0.026 4.846  0.345
H: -3.230 0.142 5.099  0.263
H: -2.086 1.307 5.608  0.481
H: -0.552 1.286 7.541  0.385
H: -0.397 -0.258 8.411  0.410
H: 0.134 -0.101 6.743  0.422
H: -0.458 -2.956 6.874  0.324
C: 4.766 1.493 -1.505  -1.841
C: 5.878 0.509 -1.836  1.926
C: 7.169 1.375 -2.049  -2.114
C: 6.098 -0.415 -0.659  -1.431
C: 5.053 -1.517 -0.432  -0.640
C: 4.882 -2.334 -1.693  -1.272
C: 4.603 -1.457 -3.008  1.676
C: 4.924 -2.377 -4.217  -1.824
C: 3.173 -1.088 -2.993  -1.734
N: 5.611 -0.333 -3.076  0.143
O: 5.525 0.447 -4.228  -0.455
H: 4.960 2.258 -0.754  0.416
H: 4.411 2.051 -2.372  0.383
H: 3.862 1.017 -1.124  0.314
H: 8.019 0.884 -2.522  0.421
H: 6.931 2.250 -2.655  0.502
H: 7.549 1.859 -1.149  0.415
H: 7.087 -0.872 -0.701  0.411
H: 6.248 0.145 0.265  0.459
H: 5.312 -2.152 0.415  0.442
H: 4.182 -0.949 -0.106  0.285
H: 4.035 -3.000 -1.532  0.487
H: 5.665 -3.092 -1.682  0.367
H: 4.448 -2.011 -5.126  0.381
H: 4.657 -3.432 -4.161  0.383
H: 5.963 -2.367 -4.546  0.428
H: 2.984 -0.448 -3.855  0.404
H: 2.915 -0.408 -2.181  0.307
H: 2.476 -1.926 -2.981  0.411
H: 6.438 0.635 -4.459  0.351
O: 3.071 -5.583 2.808  -0.627
H: 3.500 -5.339 3.628  0.312
H: 2.811 -4.750 2.416  0.313
O: -3.054 -3.705 -1.316  -0.632
H: -3.525 -4.324 -0.758  0.323
H: -2.782 -4.224 -2.073  0.312
O: 0.633 -7.015 -1.306  -0.623
H: 0.313 -6.120 -1.190  0.308
H: 0.564 -7.175 -2.247  0.316
O: -0.021 -2.462 1.246  -0.627
H: -0.668 -2.276 0.566  0.313
H: -0.212 -1.828 1.938  0.311

No. 4
Molecular formula: C5H9NS
Method: DFT, wB97M-V/def2-TZVPD

Output
Kohn-Sham gap: 0.3251 Eh
Energy above the lowest of the compared OMol25 structures with the same formula, charge and spin: 110.60 kcal per mole
E_LUMO: 0.58 eV

Last column: natural (NBO) charge in e.
Cartesian coordinates (Å):
C: -0.943 -1.069 -1.119  -0.618
C: 0.034 -0.193 -0.082  -0.130
C: 0.268 -0.872 1.229  -0.598
C: -0.632 1.227 -0.033  -0.221
C: 1.233 0.518 -0.285  0.106
H: -2.154 -0.838 -0.793  0.238
H: -0.637 -0.816 -2.182  0.227
H: -0.507 -2.298 -0.927  0.222
H: 0.638 0.099 1.879  0.203
H: 1.139 -1.592 1.193  0.251
H: -0.573 -1.450 1.627  0.219
H: -1.091 1.565 -0.879  0.187
H: -1.190 1.603 0.827  0.190
H: 1.163 2.647 0.158  0.397
N: 0.568 1.679 -0.221  -0.538
S: 2.682 -0.210 -0.393  -0.134

No. 5
Molecular formula: C5H8IrO3
Method: DFT, wB97M-V/def2-TZVPD

Output
Kohn-Sham gap (alpha / beta): 0.1690 / 0.2445 Eh
Multiplicity: 6
Expectation value of S²: 8.765
E_LUMO (alpha / beta): -11.63 / -13.60 eV
Total charge: +2

Last column: natural (NBO) charge in e.
Cartesian coordinates (Å):
Ir: -2.258 1.091 -0.941  1.737
O: -0.514 0.857 -1.472  -0.548
O: 0.741 0.604 0.415  -0.434
C: -0.017 1.216 1.464  -0.111
C: -1.202 0.295 1.713  -0.143
O: -1.644 -0.070 0.422  -0.579
C: -0.013 0.061 -0.581  0.824
H: 0.647 1.286 2.333  0.290
H: -0.335 2.219 1.139  0.201
H: -1.961 0.779 2.343  0.265
H: -0.859 -0.616 2.231  0.262
C: 0.571 -1.265 -1.052  -0.566
C: 1.788 -1.049 -1.883  -0.181
H: 0.800 -1.865 -0.161  0.285
H: -0.218 -1.767 -1.631  0.259
H: 1.694 -0.688 -2.907  0.210
H: 2.780 -1.088 -1.432  0.228

No. 6
Molecular formula: C13H18Cl2I2N4PTl
Method: DFT, wB97M-V/def2-TZVPD

Output
Kohn-Sham gap: 0.3094 Eh
Energy above the lowest of the compared OMol25 structures with the same formula, charge and spin: 0.00 kcal per mole
E_LUMO: -5.73 eV
Total charge: +2

Last column: natural (NBO) charge in e.
Cartesian coordinates (Å):
Tl: 0.561 0.239 -2.085  0.788
I: -2.690 1.105 -1.795  0.193
C: -3.005 -0.899 -1.166  -0.714
I: -1.471 -1.640 0.102  0.181
H: -3.045 -1.524 -2.048  0.242
H: -3.935 -0.923 -0.614  0.250
C: 4.793 2.782 3.247  -0.053
N: 3.884 1.648 3.762  -0.388
C: 4.548 0.304 3.400  -0.053
N: 4.787 0.229 2.002  -0.423
C: 5.636 1.339 1.559  -0.079
N: 5.024 2.635 1.855  -0.421
C: 3.833 2.895 1.029  -0.602
P: 2.581 1.599 1.330  1.794
C: 2.499 1.740 3.178  -0.601
C: 3.564 0.082 1.196  -0.573
H: 5.723 2.700 3.809  0.239
H: 4.299 3.722 3.484  0.234
H: 3.812 1.712 4.781  0.445
H: 3.882 -0.485 3.747  0.233
H: 5.483 0.274 3.958  0.240
H: 5.807 1.257 0.488  0.232
H: 6.598 1.273 2.068  0.235
H: 4.104 2.899 -0.028  0.265
H: 3.420 3.879 1.262  0.257
H: 1.884 0.947 3.602  0.273
H: 2.063 2.699 3.458  0.267
H: 3.828 -0.117 0.157  0.260
H: 2.974 -0.763 1.559  0.257
Cl: -0.656 1.479 2.811  0.011
C: -0.718 2.580 1.466  -0.052
C: -1.760 3.492 1.418  -0.207
C: -1.867 4.367 0.348  -0.183
C: -0.937 4.323 -0.678  -0.252
C: 0.094 3.405 -0.601  0.025
Cl: 1.217 3.283 -1.934  -0.002
C: 0.255 2.511 0.466  0.025
N: 1.303 1.575 0.450  -1.097
H: -2.488 3.505 2.217  0.252
H: -2.679 5.080 0.312  0.249
H: -1.008 4.986 -1.529  0.253

No. 7
Molecular formula: C23H40BrI2N2O16P
Method: DFT, wB97M-V/def2-TZVPD

Output
Kohn-Sham gap: 0.3170 Eh
Energy above the lowest of the compared OMol25 structures with the same formula, charge and spin: 0.00 kcal per mole
E_LUMO: 0.00 eV

Last column: Mulliken charge in e.
Cartesian coordinates (Å):
C: -0.932 -4.466 1.421  -1.093
C: -0.674 -3.956 2.840  -0.507
N: 0.474 -3.047 2.943  0.329
C: 0.357 -1.615 2.838  -0.884
C: -1.055 -1.002 2.977  -2.388
C: -2.219 -1.261 2.022  0.895
C: -3.512 -0.668 2.609  -0.829
C: -4.605 -0.465 1.571  -0.954
O: -4.137 0.289 0.429  -0.034
C: -4.104 -0.358 -0.752  -0.044
O: -3.736 -1.486 -0.911  -0.468
O: 0.974 -1.058 4.079  -0.382
C: 1.427 0.181 3.846  -0.316
O: 1.790 0.932 4.697  -0.579
C: 1.530 0.458 2.309  0.686
O: 2.829 1.022 2.216  -0.680
P: 0.474 1.876 1.735  1.044
N: 0.206 2.978 2.786  -0.959
O: -0.878 1.364 1.046  -0.154
O: 1.289 2.406 0.450  -0.488
C: 1.372 -1.017 1.785  2.198
Br: 0.444 -1.348 0.080  0.068
C: 2.787 -1.642 1.727  -1.210
I: 3.520 -2.811 3.316  0.135
C: 3.636 -1.379 0.723  0.337
C: 3.456 -0.419 -0.436  -1.508
I: 5.542 -2.216 0.559  0.115
H: 0.028 -4.714 0.956  0.281
H: -1.505 -5.398 1.474  0.429
H: -1.461 -3.754 0.785  0.199
H: -0.397 -4.832 3.437  0.488
H: -1.590 -3.561 3.295  0.352
H: 0.923 -3.216 3.835  0.478
H: -0.965 0.082 3.073  0.756
H: -1.353 -1.335 3.981  0.389
H: -2.045 -0.794 1.053  -0.103
H: -2.406 -2.314 1.827  0.163
H: -3.318 0.271 3.146  0.473
H: -3.923 -1.365 3.353  0.306
H: -5.430 0.120 1.992  0.356
H: -5.024 -1.423 1.245  0.531
H: -4.451 0.277 -1.581  0.441
H: 3.015 1.257 1.298  0.510
H: 0.589 2.811 3.710  0.291
H: -1.575 1.896 1.466  -0.058
H: 1.701 3.238 0.736  0.361
H: 2.636 0.285 -0.312  0.315
H: 4.377 0.166 -0.545  0.654
H: 3.329 -0.968 -1.373  0.114
C: -4.312 3.083 1.434  -0.095
O: -5.132 3.493 2.533  -0.315
C: -5.995 4.465 2.236  0.727
O: -6.120 4.989 1.160  -0.540
O: -6.694 4.754 3.332  -0.339
C: -7.663 5.792 3.156  -0.640
H: -3.674 2.297 1.824  -0.443
H: -4.922 2.695 0.623  0.324
H: -3.706 3.917 1.081  0.446
H: -8.397 5.507 2.405  0.295
H: -7.179 6.721 2.861  0.299
H: -8.144 5.912 4.122  0.222
C: -0.380 1.269 -3.519  -0.486
O: 0.520 0.208 -3.861  -0.095
C: 0.682 0.024 -5.173  0.569
O: 0.153 0.655 -6.049  -0.566
O: 1.543 -0.983 -5.341  -0.186
C: 1.813 -1.288 -6.717  -0.729
H: -0.407 1.293 -2.433  -0.040
H: -0.016 2.218 -3.907  0.323
H: -1.374 1.067 -3.915  0.332
H: 2.252 -0.429 -7.219  0.330
H: 0.901 -1.589 -7.227  0.338
H: 2.522 -2.111 -6.709  0.213
C: 8.494 -0.110 -4.428  -0.613
O: 7.426 -0.866 -5.007  -0.352
C: 6.358 -1.002 -4.215  0.791
O: 6.242 -0.556 -3.106  -0.517
O: 5.447 -1.723 -4.857  -0.326
C: 4.243 -1.937 -4.112  -0.554
H: 9.278 -0.087 -5.179  0.216
H: 8.166 0.902 -4.199  0.287
H: 8.857 -0.592 -3.522  0.294
H: 3.753 -0.991 -3.895  0.232
H: 4.454 -2.474 -3.187  0.306
H: 3.602 -2.541 -4.744  0.236